(1)
92
Properties=species:S:1:pos:R:3:forces:R:3 method="wB97M-V/def2-TZVPD" total_energy_ev=-114261.2953 charge=0 orbital_gap_ev=7.8
C 2.6869 0.8361 1.8862 -0.133 0.553 -0.395
C 2.5251 1.8670 0.5793 -0.886 0.570 0.950
C 0.9600 2.4512 0.6610 0.765 -0.777 -0.288
C 0.9664 3.5671 1.8644 1.209 -0.186 -0.358
O -0.3611 4.0575 2.2661 -1.408 -3.014 0.557
C -1.2588 2.9702 2.6860 0.528 -1.819 2.058
C -1.1004 2.1211 3.9089 -0.037 1.784 -3.572
O 0.0357 2.3161 4.8239 -1.309 -1.561 -2.431
C -2.2774 0.9540 4.1301 -1.411 -0.045 5.019
O -2.7680 0.7454 5.3774 3.168 0.899 -8.230
C -2.7791 0.1808 2.7743 -0.381 2.089 -3.903
C -3.1146 -1.4168 2.6229 0.287 0.401 -0.082
C -2.6110 -2.3558 3.8688 -0.833 -0.545 0.035
C -2.9266 1.0343 1.5285 1.057 -0.952 3.837
Cl -3.4628 0.3609 -0.1292 0.794 1.225 2.902
C -2.5467 2.6571 1.6662 -2.549 3.623 -1.954
O -3.2210 3.6392 1.0591 4.624 -6.503 3.751
H 1.6489 0.8498 2.4759 2.226 -0.286 -1.267
H 3.5052 1.2513 2.6210 -1.489 -1.121 -1.494
H 2.9357 -0.2563 1.4960 -0.463 2.386 1.106
H 2.7487 1.3023 -0.4232 -0.446 1.264 2.003
H 3.2059 2.8400 0.7017 -1.156 -2.382 -0.414
H 0.6050 2.8759 -0.3860 0.746 -0.524 2.355
H 0.2930 1.5008 0.8776 1.088 2.074 -0.191
H 1.5837 4.4992 1.4618 -1.627 -1.821 0.906
H 1.5304 3.2130 2.8499 -1.130 0.434 -2.251
H 0.8333 1.7755 4.4831 -2.016 1.062 0.572
H -2.5364 -1.8109 1.6561 -1.414 1.168 1.998
H -4.2822 -1.5023 2.4007 2.601 0.131 0.623
H -2.3915 -1.7865 4.8673 -0.386 -0.908 -2.105
H -3.5137 -3.0985 4.1110 2.209 1.449 -0.524
H -1.6629 -2.9707 3.5258 -2.017 1.270 0.863
C -5.8675 4.5738 -0.2138 -0.078 -0.253 0.154
C -6.5225 4.7962 -1.5638 0.314 0.966 0.785
O -6.8229 3.5638 -2.2021 -1.011 -1.029 -0.284
S -8.1493 2.7421 -1.7317 0.473 -0.020 -0.270
C -8.2098 1.6176 -3.1047 0.153 0.119 -0.060
O -9.2978 3.6195 -1.8040 0.852 -0.519 0.449
O -7.8302 1.9900 -0.5373 -0.504 0.781 -0.732
H -6.5720 4.1301 0.4959 0.060 0.076 -0.078
H -5.5153 5.5205 0.2052 0.007 -0.080 -0.107
H -5.0203 3.8857 -0.3014 -0.198 0.268 -0.034
H -7.4195 5.4177 -1.4711 -0.033 -0.199 -0.106
H -5.8249 5.3319 -2.2156 -0.183 -0.306 -0.154
H -8.3814 2.1866 -4.0200 0.055 -0.083 0.176
H -9.0340 0.9220 -2.9357 0.085 0.161 0.105
H -7.2660 1.0716 -3.1566 -0.147 0.118 0.027
C -7.7896 -3.8429 -6.7394 -0.297 -0.073 0.223
C -7.0621 -2.6087 -7.2380 0.586 -0.896 0.550
O -7.9522 -1.7083 -7.8811 -0.820 1.187 0.145
S -8.8889 -0.7432 -6.9608 -0.016 -0.294 -0.483
C -9.3965 0.3660 -8.2512 0.124 -0.077 -0.136
O -8.0490 -0.0167 -6.0328 -0.640 -0.765 -0.331
O -10.0442 -1.4971 -6.5239 1.097 0.676 0.002
H -8.4712 -3.5929 -5.9211 0.102 -0.038 -0.092
H -7.0785 -4.5885 -6.3727 -0.017 0.105 -0.085
H -8.3924 -4.2878 -7.5378 0.176 0.058 0.067
H -6.5225 -2.1116 -6.4248 -0.154 0.098 -0.105
H -6.3179 -2.9088 -7.9827 -0.225 0.317 -0.077
H -8.5180 0.8886 -8.6336 -0.099 -0.122 0.096
H -10.1016 1.0815 -7.8238 0.101 -0.178 0.099
H -9.8823 -0.2093 -9.0415 0.083 0.029 0.165
C 8.2109 -2.3948 0.3401 -0.194 0.035 0.269
C 7.5894 -2.1116 -1.0144 1.125 0.586 0.407
O 6.4276 -2.9005 -1.2254 -1.620 -0.084 0.071
S 5.0305 -2.4385 -0.5252 0.504 -0.412 -0.210
C 3.9543 -3.4930 -1.4649 0.134 -0.073 -0.121
O 4.7558 -1.0635 -0.8831 0.288 -0.823 0.607
O 5.0285 -2.8903 0.8496 -0.088 0.735 -0.992
H 7.5636 -2.0454 1.1497 0.165 -0.043 -0.108
H 9.1760 -1.8893 0.4354 -0.116 -0.056 -0.044
H 8.3563 -3.4705 0.4837 0.043 0.173 -0.073
H 7.3654 -1.0459 -1.1322 -0.160 -0.145 -0.011
H 8.3043 -2.3795 -1.7989 -0.389 -0.114 -0.069
H 4.0039 -3.2020 -2.5157 0.043 -0.006 0.181
H 2.9385 -3.3619 -1.0873 0.191 0.090 0.069
H 4.2704 -4.5294 -1.3325 0.003 0.184 0.024
C 12.3346 -0.4575 3.9658 -0.137 0.297 -0.184
C 11.8435 -1.8276 4.3934 0.986 0.132 -0.626
O 10.6547 -1.7334 5.1644 -1.402 -0.052 0.004
S 9.2380 -1.5035 4.3925 0.212 0.022 0.400
C 8.1760 -1.8951 5.7608 0.148 -0.048 0.125
O 9.0811 -2.5259 3.3804 0.315 0.999 0.499
O 9.0965 -0.0952 4.0913 0.134 -1.226 -0.130
H 11.6478 -0.0011 3.2471 0.095 -0.063 0.079
H 13.3191 -0.5298 3.4951 -0.082 -0.058 0.089
H 12.3992 0.2179 4.8252 0.053 -0.167 -0.089
H 11.6981 -2.4837 3.5285 -0.163 0.050 0.125
H 12.6009 -2.2962 5.0300 -0.377 -0.022 0.110
H 8.3285 -2.9395 6.0387 0.026 0.163 -0.090
H 7.1435 -1.7388 5.4428 0.194 0.030 -0.125
H 8.4138 -1.2316 6.5943 0.014 -0.069 -0.170

***

(2)
77
Properties=species:S:1:pos:R:3:forces:R:3 method="wB97M-V/def2-TZVPD" total_energy_ev=-45053.7404 charge=0 orbital_gap_ev=9.2 e_above_lowest_kcal_mol=1.3
C 5.3427 -1.2838 5.0092 -0.082 0.000 0.213
C 4.4779 -1.3075 6.2648 -0.153 -0.014 -0.075
C 2.9809 -1.5419 6.0209 0.288 -0.013 -0.118
C 2.3546 -0.4705 5.1283 -0.176 -0.058 0.333
C 0.8461 -0.6780 5.0350 0.058 0.076 -0.176
C 0.5219 -2.0571 4.4452 -0.004 -0.185 0.253
C 0.9363 -2.1370 2.9800 -0.517 0.293 0.174
O 1.7718 -2.9019 2.5327 0.353 -0.381 -0.117
N 0.2720 -1.2804 2.1791 -0.313 0.345 -0.219
C 0.5331 -1.1982 0.7632 0.247 0.020 0.158
C 1.8626 -0.4557 0.5196 -0.122 -0.126 -0.114
C 2.3322 -0.4665 -0.9269 0.146 -0.439 -0.100
S 2.2572 -2.1127 -1.7171 0.189 0.164 -0.161
C 3.3070 -3.0740 -0.5925 -0.339 0.299 -0.124
C -0.6347 -0.4546 0.1157 0.374 -0.600 0.154
O -1.3130 0.3301 0.7512 -0.207 0.369 0.179
N -0.8311 -0.7600 -1.1763 0.008 -0.078 -0.437
C -1.7862 -0.0672 -2.0084 0.041 0.373 -0.096
C -1.1095 1.0200 -2.8579 -0.213 -0.226 0.207
N -2.0818 1.6736 -3.7104 0.137 -0.065 -0.061
C -2.2312 1.0376 -5.0093 -0.342 0.228 -0.084
C -3.6793 1.0980 -5.5133 0.148 -0.307 -0.054
C -3.7497 0.6486 -6.9702 -0.003 0.227 0.229
C -4.5784 0.2313 -4.6376 0.098 0.296 -0.084
C -1.9061 3.1137 -3.7909 0.000 0.046 0.365
C -2.4578 3.8314 -2.5521 -0.098 0.136 -0.289
C -2.1279 5.3202 -2.6205 0.059 -0.302 0.113
C -3.9633 3.6154 -2.4441 0.280 -0.070 0.124
C 1.1913 -3.1526 5.2793 0.087 -0.059 -0.317
C 2.6933 -2.9187 5.4240 -0.103 0.073 0.237
H 6.3879 -1.1599 5.2853 0.100 0.012 -0.058
H 5.2477 -2.2115 4.4519 0.034 -0.082 -0.133
H 5.0665 -0.4572 4.3598 0.013 0.068 -0.136
H 4.5980 -0.3564 6.7907 0.019 -0.016 0.088
H 4.8431 -2.0960 6.9278 0.009 0.029 0.090
H 2.4885 -1.4890 7.0013 -0.036 0.016 -0.015
H 2.7832 -0.5299 4.1266 0.107 0.069 -0.100
H 2.5659 0.5229 5.5315 0.050 0.052 -0.066
H 0.3979 0.1136 4.4306 -0.063 0.019 0.074
H 0.4108 -0.6167 6.0358 -0.050 0.024 0.000
H -0.5651 -2.2044 4.4701 0.074 0.023 -0.031
H -0.4295 -0.6367 2.5197 0.059 -0.093 0.085
H 0.6097 -2.2158 0.3632 -0.028 0.213 0.013
H 2.6141 -0.9331 1.1515 -0.054 0.036 0.016
H 1.7546 0.5814 0.8478 -0.004 -0.007 0.080
H 1.7096 0.1716 -1.5537 0.059 0.042 -0.045
H 3.3646 -0.1192 -0.9913 -0.065 0.116 -0.020
H 4.2808 -2.5965 -0.5273 0.115 -0.052 0.053
H 2.8427 -3.1541 0.3871 0.058 -0.058 0.102
H 3.4063 -4.0587 -1.0374 0.055 -0.082 -0.008
H -0.1865 -1.3923 -1.6314 0.016 -0.113 0.243
H -2.2895 -0.7895 -2.6540 -0.059 0.034 0.030
H -2.5205 0.3993 -1.3498 -0.012 -0.073 -0.135
H -0.2870 0.5682 -3.4390 0.014 0.092 0.027
H -0.6704 1.7533 -2.1782 0.047 -0.034 0.000
H -1.5618 1.4976 -5.7561 0.045 -0.072 0.032
H -1.9470 -0.0132 -4.9183 0.035 -0.062 -0.043
H -4.0283 2.1326 -5.4472 0.035 0.044 0.002
H -4.7759 0.6814 -7.3283 -0.089 -0.038 -0.094
H -3.1445 1.2928 -7.6047 0.061 0.034 -0.124
H -3.3843 -0.3716 -7.0705 0.037 -0.151 -0.047
H -4.3132 -0.8188 -4.7438 0.029 -0.180 -0.016
H -5.6212 0.3516 -4.9214 -0.134 -0.040 0.006
H -4.4637 0.5146 -3.5954 -0.053 -0.023 0.155
H -0.8436 3.3814 -3.9306 -0.044 -0.006 -0.068
H -2.4516 3.4743 -4.6649 0.007 0.064 -0.051
H -1.9870 3.4103 -1.6584 0.048 -0.027 -0.005
H -1.0521 5.4780 -2.6658 0.112 0.085 -0.014
H -2.5774 5.7686 -3.5044 -0.061 0.092 -0.114
H -2.5125 5.8338 -1.7426 -0.028 0.113 0.058
H -4.1829 2.5522 -2.4462 -0.125 -0.107 0.010
H -4.3472 4.0519 -1.5251 -0.100 0.051 0.081
H -4.4754 4.0772 -3.2857 -0.104 0.081 -0.138
H 1.0220 -4.1198 4.8026 -0.058 -0.019 0.070
H 0.7252 -3.1730 6.2679 -0.047 -0.011 0.008
H 3.1198 -3.6963 6.0616 0.064 -0.041 0.007
H 3.1482 -3.0002 4.4382 0.069 -0.047 0.021